{
  "formula": "C27H50ClFN2S",
  "method": "ωB97M-V/def2-TZVPD",
  "homo_lumo_gap_ev": 7.74,
  "total_energy_ev": -57864.3480,
  "e_homo_ha": -0.3300,
  "fmax_ev_per_a": 3.5,
  "mol_weight_g_mol": 489.2,
  "species": ["C", "C", "C", "Cl", "C", "C", "C", "C", "F", "C", "N", "S", "N", "C", "H", "H", "H", "H", "H", "H", "H", "H", "C", "C", "C", "C", "C", "C", "H", "H", "H", "H", "H", "H", "H", "H", "H", "H", "H", "H", "H", "H", "C", "C", "C", "C", "C", "C", "H", "H", "H", "H", "H", "H", "H", "H", "H", "H", "H", "H", "H", "H", "C", "C", "C", "C", "C", "C", "H", "H", "H", "H", "H", "H", "H", "H", "H", "H", "H", "H", "H", "H"],
  "positions_angstrom": [[-3.484, -1.252, -1.079], [-2.671, -0.107, -1.807], [-2.255, -0.435, -3.297], [-1.021, 0.844, -3.820], [-1.595, -1.863, -3.424], [-2.391, -2.893, -4.080], [-1.850, -4.318, -4.220], [-0.526, -4.580, -3.676], [-0.025, -5.859, -3.830], [0.282, -3.530, -2.986], [1.534, -3.614, -2.401], [1.968, -2.113, -1.807], [0.613, -1.212, -2.192], [-0.229, -2.086, -2.839], [-3.106, -2.293, -1.257], [-4.570, -1.195, -1.377], [-3.438, -1.072, 0.040], [-1.725, 0.099, -1.227], [-3.356, 0.795, -1.849], [-3.099, -0.323, -4.041], [-3.406, -2.647, -4.471], [-2.472, -5.101, -4.718], [2.093, 1.120, 0.157], [1.691, 0.437, 1.458], [0.179, 0.246, 1.598], [-0.647, 1.534, 1.629], [-0.277, 2.524, 2.734], [-0.480, 1.969, 4.138], [1.695, 2.135, 0.093], [3.182, 1.186, 0.087], [1.732, 0.553, -0.706], [2.087, 1.002, 2.307], [2.168, -0.548, 1.497], [-0.018, -0.334, 2.506], [-0.178, -0.371, 0.765], [-1.704, 1.263, 1.737], [-0.567, 2.041, 0.662], [-0.902, 3.417, 2.620], [0.758, 2.858, 2.617], [-1.518, 1.659, 4.289], [-0.246, 2.733, 4.883], [0.168, 1.111, 4.330], [-4.590, 3.603, 3.094], [-4.576, 2.145, 2.650], [-4.705, 1.969, 1.137], [-6.007, 2.488, 0.523], [-7.288, 1.882, 1.097], [-7.395, 0.378, 0.879], [-5.538, 4.088, 2.856], [-4.446, 3.669, 4.175], [-3.784, 4.164, 2.613], [-5.369, 1.597, 3.168], [-3.631, 1.694, 2.971], [-4.588, 0.907, 0.897], [-3.867, 2.480, 0.649], [-5.979, 2.300, -0.556], [-6.054, 3.577, 0.634], [-8.144, 2.365, 0.615], [-7.371, 2.105, 2.165], [-7.347, 0.133, -0.185], [-8.347, 0.008, 1.266], [-6.598, -0.163, 1.394], [8.349, 0.369, 0.944], [8.358, -1.089, 0.503], [8.243, -1.268, -1.011], [6.949, -0.740, -1.636], [5.659, -1.336, -1.072], [5.542, -2.840, -1.288], [7.406, 0.861, 0.696], [8.482, 0.437, 2.026], [9.163, 0.925, 0.470], [7.557, -1.631, 1.015], [9.296, -1.546, 0.834], [8.354, -2.331, -1.248], [9.088, -0.764, -1.492], [6.985, -0.931, -2.714], [6.909, 0.348, -1.527], [4.811, -0.847, -1.562], [5.569, -1.110, -0.005], [5.597, -3.087, -2.351], [4.583, -3.201, -0.907], [6.330, -3.386, -0.765]]
}